The following is a quantum chemistry calculation of a single C3H3FN2O molecule in a non-equilibrium geometry, from the OMol25 dataset.

Calculated values
Electronic energy in eV: -10898.836
LUMO level (alpha / beta) in eV: -0.366 / -1.712
Maximum force in eV Å⁻¹: 4.36
ΔE to the lowest compared entry with this formula, charge and spin in kJ/mol: 584.0
E_HOMO (alpha / beta) in eV: -9.9 / -9.1

ORCA input file:
```
! wB97M-V def2-TZVPD RIJCOSX def2/J DEFGRID3
* xyz 0 1
C 0.602 -0.145 -0.628
C 0.586 0.034 0.815
C -0.891 -0.030 -1.040
N -1.326 0.965 -1.565
N -0.248 0.667 1.521
O -0.646 1.113 2.529
F -1.524 -1.199 -0.709
H 1.197 0.515 -1.232
H 1.100 -0.825 1.334
H 1.151 -1.095 -1.025
*
```

***

The following is a quantum chemistry calculation of 2 unconnected molecules or ions with the total composition C5H8IP, from the OMol25 dataset.

Calculated values
Electronic energy in eV: -22702.743
LUMO level in eV: 0.150
Maximum force in eV Å⁻¹: 0.67
ΔE to the lowest compared entry with this formula, charge and spin in kJ/mol: 72.9
E_HOMO in eV: -8.8

ORCA input file:
```
! wB97M-V def2-TZVPD RIJCOSX def2/J DEFGRID3
* xyz 0 1
C 1.312 1.072 -1.043
C 1.269 -0.088 -0.040
C 0.424 0.217 1.150
C -0.614 -0.602 1.321
P -0.719 -1.900 0.060
C 0.675 -1.303 -0.665
H 1.896 0.789 -1.916
H 1.761 1.952 -0.592
H 0.301 1.315 -1.364
H 2.297 -0.299 0.284
H 0.667 1.044 1.796
H -1.321 -0.537 2.138
H 1.112 -1.722 -1.556
I -5.150 0.391 -0.110
H -3.909 -0.330 0.537
*
```

***

Q: The lowest electronic energy belongs to which entry?
A: C5H8IP